Entry 1:
# C20H23O

A gas-phase ion, C20H23O (charge +1) at a distorted geometry (wB97M-V/def2-TZVPD, the OMol25 dataset).

The value obtained for the total energy is -23151.3164 eV. The orbital gap comes out at 5.12 eV. The calculation puts the HOMO energy at -11.182 eV. Its net charge is +1.

XYZ file:
```
44
C20H23O (wB97M-V/def2-TZVPD)
C 0.088 -0.863 3.074
C -0.082 -1.871 1.996
C -0.912 -1.521 0.864
C -1.896 -2.469 0.209
C -2.414 -1.342 1.042
C 0.891 -2.970 1.809
H -0.708 -0.120 2.954
H 0.010 -1.245 4.102
H 1.048 -0.325 3.003
H -0.478 -0.801 0.155
H -1.972 -2.369 -0.873
H -1.981 -3.473 0.628
H -2.855 -1.594 2.007
H -2.860 -0.492 0.531
H 0.466 -3.628 1.043
H 1.787 -2.521 1.341
C -3.685 -7.810 4.133
O -3.128 -6.725 4.916
C -1.996 -6.121 4.461
C -1.458 -5.076 5.253
C -0.366 -4.360 4.791
C 0.222 -4.655 3.557
C 1.335 -3.751 3.025
C 2.660 -4.476 2.716
C 3.819 -3.687 2.686
C 5.006 -4.184 2.154
C 5.043 -5.472 1.596
C 3.920 -6.301 1.729
C 2.756 -5.818 2.339
C -0.297 -5.700 2.792
C -1.341 -6.494 3.262
H -4.636 -8.011 4.629
H -3.853 -7.520 3.083
H -3.027 -8.693 4.185
H -1.937 -4.835 6.197
H 0.033 -3.533 5.382
H 1.566 -3.017 3.807
H 3.777 -2.665 3.067
H 5.905 -3.560 2.150
H 5.951 -5.845 1.116
H 3.933 -7.323 1.342
H 1.915 -6.491 2.483
H 0.122 -5.913 1.807
H -1.659 -7.369 2.684
```

=====

Entry 2:
# C20H24B2Ba2Br12O16

A molecular structure, C20H24B2Ba2Br12O16 at a distorted geometry (wB97M-V/def2-TZVPD, the OMol25 dataset).

The value obtained for the total energy is -897141.4857 eV. The orbital gap comes out at 7.09 eV. The calculation puts the HOMO energy at -12.803 eV. Its net charge is +2.

XYZ file:
```
76
C20H24B2Ba2Br12O16 (wB97M-V/def2-TZVPD)
Ba 6.336 -0.292 -0.734
Ba -3.149 -4.666 0.256
O 3.579 0.306 -1.225
C 2.872 0.063 -0.266
O 1.574 -0.007 -0.249
B 1.053 -0.383 1.068
O 2.279 -0.411 1.868
C 3.334 -0.266 1.141
O 4.518 -0.437 1.403
O 0.399 -1.700 1.116
C -0.936 -1.473 1.316
O -1.804 -2.301 1.321
C -1.037 -0.002 1.767
O 0.111 0.572 1.658
O -2.083 0.481 2.122
O -0.912 -5.862 -0.734
C -0.135 -5.081 -1.210
O 1.210 -5.123 -1.303
B 1.649 -3.917 -1.955
O 0.399 -3.158 -2.270
C -0.598 -3.742 -1.735
O -1.672 -3.291 -1.381
O 2.535 -3.128 -1.050
C 3.712 -2.983 -1.628
O 4.643 -2.320 -1.243
C 3.670 -3.699 -2.995
O 2.433 -4.137 -3.181
O 4.540 -3.668 -3.820
Br 5.464 -0.343 -3.872
C 3.851 -0.478 -5.028
C 2.615 0.061 -4.302
Br 2.891 1.977 -3.872
H 3.736 -1.490 -5.411
H 4.125 0.177 -5.851
H 2.402 -0.546 -3.426
H 1.794 0.039 -5.015
Br -4.855 -1.758 -2.784
C -4.685 -0.096 -1.752
C -4.074 -0.253 -0.349
Br -4.849 -1.805 0.596
H -5.705 0.262 -1.640
H -4.088 0.573 -2.365
H -4.271 0.561 0.347
H -2.993 -0.343 -0.447
Br -1.200 1.733 -3.394
C -0.910 3.418 -2.361
C -1.059 4.569 -3.344
Br -0.655 6.207 -2.307
H 0.117 3.334 -2.023
H -1.687 3.450 -1.602
H -2.003 4.578 -3.880
H -0.218 4.504 -4.031
Br -5.153 0.798 3.173
C -5.307 2.480 4.153
C -3.914 2.824 4.618
Br -4.077 4.485 5.649
H -6.002 2.244 4.952
H -5.695 3.240 3.479
H -3.133 2.942 3.875
H -3.666 2.141 5.427
Br 3.234 -2.564 4.683
C 1.510 -3.183 3.962
C 1.698 -4.281 2.951
Br -0.082 -4.984 2.495
H 0.929 -2.318 3.653
H 1.038 -3.563 4.865
H 2.342 -4.998 3.460
H 2.214 -3.973 2.045
Br -0.976 5.358 4.026
C 0.178 4.644 2.625
C 0.288 5.630 1.483
Br 1.520 4.857 0.200
H -0.259 3.705 2.289
H 1.148 4.368 3.033
H 0.593 6.585 1.911
H -0.688 5.856 1.055
```

=====

Entry 3:
# C20H24BrIrO7S2

A molecular structure, C20H24BrIrO7S2 at a distorted geometry (wB97M-V/def2-TZVPD, the OMol25 dataset).

The value obtained for the total energy is -130004.2790 eV. The orbital gap (spin up / spin down) comes out at 7.37 / 6.42 eV. The spin multiplicity is 2. The calculation puts the HOMO energy (spin up / spin down) at -12.187 / -12.573 eV. Its net charge is +1.

XYZ file:
```
55
C20H24BrIrO7S2 (wB97M-V/def2-TZVPD)
Ir 0.772 -1.849 1.177
C -1.957 3.026 -4.263
C -2.729 1.877 -3.590
C -4.074 2.401 -3.055
C -3.000 0.792 -4.631
C -1.916 1.364 -2.416
C -1.513 0.020 -2.321
C -0.796 -0.374 -1.234
Br -0.192 -2.178 -1.078
C -0.423 0.519 -0.167
O 0.242 0.127 0.846
C -0.838 1.904 -0.269
C -1.560 2.253 -1.383
C -0.479 2.903 0.823
C -1.040 4.290 0.505
C 1.053 3.022 0.927
C -1.074 2.451 2.169
H -2.532 3.391 -5.114
H -0.987 2.688 -4.630
H -1.796 3.866 -3.588
H -4.673 2.763 -3.890
H -3.944 3.227 -2.357
H -4.634 1.611 -2.554
H -3.580 1.220 -5.448
H -3.584 -0.034 -4.219
H -2.078 0.396 -5.060
H -1.765 -0.684 -3.100
H -1.884 3.277 -1.482
H -0.628 4.699 -0.419
H -0.765 4.970 1.311
H -2.129 4.288 0.438
H 1.483 3.348 -0.021
H 1.520 2.086 1.224
H 1.298 3.773 1.679
H -2.159 2.346 2.100
H -0.862 3.212 2.920
H -0.651 1.513 2.516
O 0.146 -2.918 3.115
S 0.632 -4.208 2.554
O -0.110 -5.330 2.994
O 0.686 -3.907 1.067
C 2.372 -4.478 2.854
C 2.684 -5.757 3.266
C 4.011 -6.164 3.394
C 5.028 -5.284 3.104
C 4.726 -3.989 2.689
C 3.413 -3.575 2.557
S 3.264 -1.912 1.932
O 4.491 -1.241 2.122
O 2.078 -1.298 2.616
O 2.757 -1.959 0.497
H 1.880 -6.441 3.496
H 4.229 -7.172 3.718
H 6.063 -5.583 3.196
H 5.523 -3.289 2.481
```

=====

Entry 4:
# C20H24ClN2P

2 unconnected molecules or ions with the total composition C20H24ClN2P (wB97M-V/def2-TZVPD, the OMol25 dataset).

The value obtained for the total energy is -45906.5260 eV. The orbital gap comes out at 5.26 eV. The calculation puts the HOMO energy at -12.892 eV. Its net charge is +2.

XYZ file:
```
48
C20H24ClN2P (wB97M-V/def2-TZVPD)
Cl -2.157 2.321 -2.587
P -2.228 4.348 -2.029
C -1.822 4.203 -0.228
C -0.711 5.205 0.144
C 0.665 4.647 -0.132
C 1.318 3.886 0.835
C 2.581 3.358 0.597
C 3.207 3.582 -0.621
C 2.563 4.331 -1.594
C 1.301 4.863 -1.348
H -3.631 4.420 -1.882
H -1.521 3.178 -0.009
H -2.732 4.410 0.341
H -0.797 5.485 1.197
H -0.841 6.127 -0.432
H 0.840 3.724 1.796
H 3.095 2.796 1.370
H 4.204 3.195 -0.805
H 3.047 4.524 -2.545
H 0.824 5.465 -2.115
C -4.281 -0.482 -1.138
N -3.089 -1.253 -0.704
C -1.875 -0.707 -0.880
C -0.739 -1.371 -0.477
C -0.851 -2.622 0.122
C -2.121 -3.170 0.284
C -3.224 -2.463 -0.141
C 0.354 -3.359 0.585
C 0.469 -3.776 1.907
C 1.587 -4.475 2.306
N 2.565 -4.764 1.435
C 2.483 -4.362 0.155
C 1.392 -3.657 -0.296
C 3.751 -5.545 1.865
H -4.178 -0.243 -2.193
H -4.334 0.431 -0.552
H -5.168 -1.085 -0.975
H -1.850 0.271 -1.349
H 0.221 -0.897 -0.628
H -2.265 -4.147 0.724
H -4.229 -2.848 -0.041
H -0.297 -3.555 2.638
H 1.720 -4.817 3.322
H 3.309 -4.628 -0.490
H 1.356 -3.359 -1.335
H 4.647 -4.965 1.659
H 3.769 -6.482 1.315
H 3.676 -5.743 2.929
```

=====

Entry 5:
# C20H24IN4O3Pb

A molecular structure, C20H24IN4O3Pb (wB97M-V/def2-TZVPD, the OMol25 dataset).

The value obtained for the total energy is -46573.0990 eV. The orbital gap comes out at 7.50 eV. The calculation puts the HOMO energy at -10.640 eV. Its net charge is +1.

XYZ file:
```
53
C20H24IN4O3Pb (wB97M-V/def2-TZVPD)
Pb 1.397 -0.170 -2.217
C -1.356 3.918 -2.374
C -1.302 3.268 -1.023
N -2.159 3.620 -0.106
C -2.075 3.065 1.141
C -1.130 2.155 1.498
C -1.126 1.622 2.909
O 0.088 1.883 3.611
C -0.205 1.709 0.503
C 0.825 0.791 0.899
N 1.589 0.052 0.154
C 2.506 -0.809 0.845
C 2.111 -1.517 1.981
C 2.984 -2.364 2.644
C 4.279 -2.535 2.177
C 4.695 -1.849 1.046
C 3.812 -1.001 0.395
I 4.527 0.018 -1.282
C -0.289 2.252 -0.793
O 0.461 1.909 -1.773
H -2.260 4.520 -2.452
H -0.488 4.565 -2.517
H -1.315 3.181 -3.176
H -2.810 3.405 1.862
H -1.984 2.032 3.444
H -1.234 0.536 2.918
H 0.190 2.837 3.698
H 0.983 0.725 1.975
H 1.095 -1.408 2.342
H 2.646 -2.896 3.523
H 4.967 -3.198 2.687
H 5.704 -1.967 0.675
C -3.930 1.218 -2.179
N -3.246 0.342 -1.217
C -3.886 0.092 0.079
C -2.089 -0.196 -1.503
N -1.052 -0.653 -1.759
H -4.907 0.801 -2.420
H -3.337 1.292 -3.086
H -4.045 2.210 -1.745
H -4.813 -0.461 -0.061
H -4.097 1.047 0.559
H -3.215 -0.482 0.712
C -0.005 -3.236 -0.013
O 1.042 -3.673 -0.921
C 1.667 -2.814 -1.635
C 2.677 -3.498 -2.481
H -0.935 -3.659 -0.380
H -0.046 -2.151 0.002
H 0.242 -3.644 0.961
H 2.669 -4.584 -2.392
H 3.662 -3.098 -2.213
H 2.516 -3.199 -3.523
```

=====

Number 1: M 279.40 g mol⁻¹. Number 2: M 1775.52 g mol⁻¹. Number 3: M 712.66 g mol⁻¹. Number 4: M 358.85 g mol⁻¹. Number 5: M 702.54 g mol⁻¹.